Here is a structure of composition C38H46N11O2PPt at a distorted geometry from OMol25. Energies are from ωB97M-V/def2-TZVPD.

Geometry as XYZ:
```
99
Properties=species:S:1:pos:R:3:lowdin_charge:R:1
Pt 0.033 -0.030 -0.340 1.391
C -2.862 3.434 3.138 0.002
N -1.724 2.784 2.539 -0.104
C -0.424 3.059 2.800 0.001
C 0.324 2.226 2.009 -0.098
N -0.511 1.454 1.277 -0.069
C -1.754 1.804 1.610 -0.439
P -3.318 1.144 0.914 1.228
C -2.832 -0.612 1.110 -0.432
N -1.592 -1.099 1.087 0.003
C -1.661 -2.376 1.518 -0.093
C -2.967 -2.674 1.811 0.009
N -3.689 -1.559 1.557 -0.106
C -5.105 -1.420 1.774 0.003
C -2.819 1.451 -0.825 -0.432
N -1.592 1.343 -1.335 -0.016
C -1.643 1.846 -2.591 -0.090
C -2.918 2.279 -2.844 0.010
N -3.645 2.023 -1.730 -0.100
C -5.043 2.334 -1.569 0.008
H -2.523 4.155 3.879 0.114
H -3.509 2.709 3.633 0.104
H -3.448 3.967 2.388 0.105
H -0.114 3.807 3.503 0.146
H 1.391 2.165 1.925 0.095
H -0.785 -2.977 1.643 0.101
H -3.408 -3.578 2.180 0.147
H -5.536 -2.404 1.946 0.115
H -5.590 -0.971 0.908 0.097
H -5.302 -0.800 2.652 0.112
H -0.788 1.888 -3.234 0.117
H -3.330 2.751 -3.714 0.151
H -5.484 2.511 -2.549 0.117
H -5.175 3.238 -0.970 0.115
H -5.573 1.512 -1.088 0.095
N 4.968 -0.144 -6.005 0.173
C 6.243 0.113 -6.449 -0.164
C 7.038 -0.467 -7.420 0.003
C 8.359 -0.022 -7.541 -0.029
C 8.897 0.920 -6.662 -0.048
C 8.123 1.489 -5.670 0.023
C 6.796 1.037 -5.506 -0.207
N 5.882 1.263 -4.556 0.191
C 4.782 0.589 -4.875 -0.276
C 3.606 0.586 -4.025 -0.097
C 3.594 1.369 -2.861 0.044
C 2.515 1.292 -1.998 -0.111
N 1.473 0.491 -2.214 -0.019
C 1.449 -0.211 -3.347 -0.139
C 2.472 -0.194 -4.278 0.026
H 4.304 -0.731 -6.489 0.166
H 6.684 -1.296 -8.018 0.118
H 8.975 -0.427 -8.331 0.122
H 9.922 1.231 -6.790 0.120
H 8.484 2.316 -5.077 0.122
H 4.425 2.024 -2.651 0.130
H 2.489 1.888 -1.097 0.117
H 0.576 -0.823 -3.526 0.105
H 2.381 -0.793 -5.172 0.125
O 2.241 -0.276 0.681 -0.045
C 2.382 -0.921 1.738 -0.607
O 1.631 -1.783 2.200 0.014
C 3.691 -0.672 2.586 -0.141
N 3.489 -1.448 3.839 0.089
C 3.520 -0.506 4.992 -0.082
C 3.090 0.809 4.364 -0.130
C 3.834 0.782 3.029 -0.106
H 4.556 -1.023 2.023 0.171
H 4.139 -2.225 3.966 0.195
H 2.518 -1.850 3.668 0.160
H 4.539 -0.437 5.372 0.149
H 2.868 -0.854 5.789 0.146
H 3.356 1.671 4.970 0.138
H 2.011 0.810 4.211 0.113
H 4.882 1.036 3.173 0.139
H 3.419 1.454 2.286 0.105
C 3.199 -4.891 -0.089 0.030
N 2.248 -4.243 -1.008 -0.179
C 2.901 -3.220 -1.836 0.027
C 1.087 -3.646 -0.287 -0.101
C 0.002 -3.244 -1.257 -0.241
C -0.507 -4.251 -2.083 -0.013
C -1.502 -3.993 -3.004 -0.020
C -2.000 -2.709 -3.118 -0.028
C -1.518 -1.710 -2.283 -0.117
C -0.496 -1.946 -1.366 -0.142
H 4.018 -5.358 -0.636 0.125
H 2.700 -5.664 0.492 0.122
H 3.603 -4.140 0.588 0.109
H 1.870 -4.967 -1.634 0.179
H 3.280 -2.424 -1.197 0.113
H 2.176 -2.793 -2.525 0.093
H 3.723 -3.654 -2.398 0.125
H 1.425 -2.775 0.276 0.087
H 0.705 -4.388 0.418 0.150
H -0.146 -5.265 -1.975 0.131
H -1.900 -4.792 -3.610 0.132
H -2.777 -2.478 -3.830 0.129
H -1.960 -0.731 -2.385 0.077
```

Computed properties:
Charge ... +4
Highest occupied orbital energy (alpha / beta) ... -15.47 / -15.47 eV
Orbital gap (alpha / beta) ... 2.33 / 2.34 eV


Here is the molecule C3H5NO at a distorted geometry from OMol25. Energies are from ωB97M-V/def2-TZVPD.

Geometry as XYZ:
```
10
Properties=species:S:1:pos:R:3:nbo_charge:R:1
C 0.968 0.494 -0.065 -0.014
C 0.183 -0.326 0.835 -0.314
N -1.021 -0.850 0.265 -0.556
C -1.343 -0.124 -0.765 0.413
O -0.617 0.813 -1.291 -0.584
H 1.657 1.198 0.439 0.212
H 1.364 0.042 -0.958 0.208
H 1.107 -0.984 0.865 0.245
H 0.047 0.048 1.860 0.212
H -2.345 -0.311 -1.185 0.178
```

Computed properties:
Highest occupied orbital energy (alpha / beta) ... -9.22 / -9.22 eV
Orbital gap (alpha / beta) ... 9.08 / 9.08 eV


Computed ΔE to the lowest compared entry with this formula, charge and spin (kcal/mol) in order:
102.2, 71.2